[1]
A structure of composition C44H48F3N5O4PtS2 at a distorted geometry, computed with the ωB97M-V functional and the def2-TZVPD basis.

Output
**Orbital gap (spin up / spin down)**: 8.038 / 5.059 eV
**ΔE to the lowest compared entry with this formula, charge and spin**: 0.0 kJ/mol
**Charge**: +2
**Spin multiplicity**: 5
**F_max**: 1.22 eV/Å
**HOMO (spin up / spin down)**: -13.241 / -13.298 eV

Each line ends with the Löwdin charge.
Geometry (Å):
Pt -0.066 -0.164 -0.050  1.1034
O -1.344 -3.887 1.406  -0.2498
S -1.128 -3.075 0.249  0.6061
O -2.113 -2.054 -0.067  -0.3847
N 0.244 -2.152 0.369  -0.2672
C 1.472 -2.604 0.825  -0.2713
C 1.789 -3.889 1.204  0.0205
C 3.093 -4.194 1.642  -0.0193
C 4.054 -3.222 1.719  0.0152
C 3.741 -1.881 1.375  -0.1308
C 4.667 -0.818 1.457  0.0352
C 4.272 0.450 1.130  -0.0093
C 2.944 0.664 0.727  -0.0990
N 2.067 -0.308 0.630  0.0017
C 2.448 -1.576 0.937  -0.1586
C -0.978 -4.067 -1.189  -0.2821
C 0.241 -4.311 -1.801  -0.0667
C 0.272 -5.113 -2.935  -0.0501
C -0.899 -5.657 -3.434  -0.0431
C -2.115 -5.405 -2.808  -0.0440
C -2.165 -4.606 -1.681  -0.0513
H 1.038 -4.666 1.171  0.1201
H 3.328 -5.209 1.924  0.1238
H 5.054 -3.460 2.051  0.1297
H 5.678 -1.019 1.786  0.1348
H 4.955 1.284 1.186  0.1196
H 2.589 1.659 0.493  0.1042
H 1.155 -3.877 -1.428  0.1026
H 1.215 -5.308 -3.427  0.1191
H -0.870 -6.282 -4.315  0.1190
H -3.026 -5.832 -3.203  0.1200
H -3.111 -4.402 -1.198  0.1157
C -5.798 -4.422 2.252  -0.0861
C -4.572 -3.588 1.910  -0.2357
C -4.739 -2.168 2.422  -0.1369
N -3.510 -1.374 2.244  0.0699
C -2.549 -1.160 3.106  -0.7327
S -0.982 -0.583 2.634  0.7972
N -2.694 -1.274 4.445  0.1107
C -3.860 -1.208 5.306  -0.3855
O -3.897 -1.975 6.222  0.1590
C -4.834 -0.118 5.061  -0.1674
C -4.512 1.008 4.306  -0.0290
C -5.453 2.012 4.139  -0.0610
C -6.707 1.888 4.723  -0.0529
C -7.021 0.771 5.486  -0.0451
C -6.083 -0.232 5.665  -0.0005
H -5.698 -5.437 1.875  0.0800
H -6.706 -3.999 1.822  0.0816
H -5.940 -4.486 3.331  0.0823
H -4.418 -3.567 0.828  0.1000
H -3.671 -4.024 2.342  0.1043
H -5.036 -2.166 3.467  0.1089
H -5.525 -1.635 1.883  0.1419
H -3.216 -1.248 1.272  0.0983
H -1.852 -1.525 4.952  0.1442
H -3.530 1.122 3.870  0.0989
H -5.208 2.893 3.562  0.1059
H -7.439 2.672 4.592  0.1141
H -7.995 0.686 5.946  0.1162
H -6.305 -1.104 6.263  0.1288
C 1.393 4.364 3.565  -0.0332
C 0.002 4.172 2.953  -0.5869
C -1.045 3.945 4.047  -0.0324
C -0.379 5.369 2.080  -0.0344
C 0.040 2.957 2.095  -0.1270
N 0.061 2.021 1.433  0.1210
H 1.377 5.257 4.189  0.0992
H 2.150 4.502 2.794  0.0900
H 1.674 3.516 4.188  0.0930
H -1.094 4.838 4.668  0.0996
H -0.779 3.100 4.681  0.0927
H -2.032 3.768 3.621  0.0846
H -0.413 6.257 2.708  0.0985
H -1.358 5.233 1.623  0.0922
H 0.358 5.535 1.295  0.0900
F 2.282 6.927 -5.758  0.1727
C 1.816 5.808 -6.322  -0.6006
F 0.687 6.115 -6.967  0.1728
F 2.707 5.394 -7.217  0.1708
C 1.540 4.762 -5.250  -0.0467
C 2.229 3.551 -5.236  0.0324
C 1.951 2.632 -4.253  0.0350
C 0.970 2.925 -3.267  -0.2042
C 0.282 4.172 -3.303  0.0332
C 0.572 5.076 -4.288  0.0260
C 0.664 2.003 -2.288  -0.0157
C 0.381 1.161 -1.419  -0.1220
H 2.968 3.345 -5.996  0.1351
H 2.463 1.682 -4.213  0.1279
H -0.465 4.379 -2.552  0.1302
H 0.060 6.027 -4.336  0.1404
C 0.473 -1.454 -3.725  -0.0629
C -1.036 -1.454 -3.709  -0.2519
O -1.480 -0.517 -2.736  -0.2349
C -2.894 -0.421 -2.696  -0.2762
C -3.271 0.663 -1.719  -0.0686
H 0.846 -2.227 -4.397  0.0855
H 0.873 -1.649 -2.729  0.0511
H 0.863 -0.494 -4.065  0.0628
H -1.434 -2.449 -3.467  0.1099
H -1.431 -1.172 -4.693  0.1302
H -3.315 -1.390 -2.390  0.1164
H -3.274 -0.194 -3.700  0.1296
H -2.811 0.485 -0.739  0.0381
H -4.352 0.683 -1.582  0.0863
H -2.955 1.646 -2.068  0.0773

***

[2]
A structure of composition C44H48IrN4S2, computed with the ωB97M-V functional and the def2-TZVPD basis.

Output
**Orbital gap (spin up / spin down)**: 6.624 / 6.623 eV
**Charge**: +1
**F_max**: 0.47 eV/Å
**HOMO (spin up / spin down)**: -10.026 / -10.025 eV

Each line ends with the Löwdin charge.
Geometry (Å):
Ir 1.054 1.061 -0.558  1.0304
C 4.241 -0.766 -1.729  -0.0483
C 4.205 0.489 -0.938  -0.5980
N 3.158 1.244 -0.693  -0.0622
C 3.545 2.441 -0.103  -0.3267
C 4.863 2.549 0.180  -0.3044
S 5.677 1.159 -0.377  1.1259
C 2.534 3.485 -0.058  -0.3483
C 2.696 4.776 0.310  -0.3106
S 1.322 5.666 -0.157  1.1314
C 0.585 4.263 -0.789  -0.5987
N 1.310 3.174 -0.637  -0.0835
C -0.722 4.409 -1.485  -0.0428
H 3.242 -1.029 -2.046  0.0601
H 4.663 -1.592 -1.155  0.0830
H 4.859 -0.613 -2.616  0.0984
H 5.386 3.384 0.613  0.0899
H 3.558 5.241 0.757  0.0886
H -0.854 5.441 -1.804  0.0883
H -1.552 4.151 -0.830  0.0520
H -0.751 3.763 -2.359  0.0779
C -1.592 1.388 -3.477  -0.0609
C -2.599 0.904 -2.433  -0.3602
C -3.923 0.532 -3.100  -0.0631
C -2.784 1.902 -1.299  -0.1530
C -3.799 2.853 -1.338  -0.0267
C -4.020 3.705 -0.266  -0.0540
C -3.255 3.593 0.884  -0.0329
C -2.220 2.664 0.972  -0.1581
C -1.425 2.500 2.257  -0.3533
C -0.230 3.457 2.307  -0.0477
C -2.297 2.669 3.501  -0.0611
C -1.978 1.877 -0.154  -0.1947
N -0.925 0.898 -0.103  -0.0086
C -1.311 -0.262 0.326  -0.1770
C -0.285 -1.284 0.350  -0.1692
N 0.868 -0.910 -0.107  -0.0160
C 1.856 -1.956 -0.156  -0.1909
C 2.817 -2.004 0.853  -0.1553
C 3.735 -3.051 0.810  -0.0338
C 3.691 -3.993 -0.205  -0.0550
C 2.703 -3.929 -1.178  -0.0248
C 1.741 -2.925 -1.162  -0.1582
C 0.604 -2.937 -2.180  -0.3593
C 0.022 -4.342 -2.344  -0.0535
C 1.023 -2.376 -3.542  -0.0485
C 2.811 -1.018 2.007  -0.3659
C 2.257 -1.691 3.266  -0.0399
C 4.188 -0.418 2.279  -0.0566
C -0.866 -2.515 0.904  -0.0665
C -0.416 -3.773 1.204  0.0057
C -1.330 -4.701 1.762  -0.0413
C -2.641 -4.379 2.009  0.0031
C -3.131 -3.081 1.714  -0.1425
C -4.451 -2.604 1.919  0.0017
C -4.783 -1.314 1.590  -0.0421
C -3.843 -0.406 1.041  0.0271
C -2.560 -0.843 0.835  -0.0563
C -2.220 -2.181 1.169  -0.0665
H -1.519 0.665 -4.290  0.0823
H -0.595 1.506 -3.044  0.0420
H -1.912 2.340 -3.909  0.0856
H -2.192 -0.012 -1.999  0.1200
H -4.317 1.350 -3.705  0.0790
H -4.681 0.254 -2.366  0.0846
H -3.771 -0.318 -3.767  0.0841
H -4.443 2.914 -2.205  0.1151
H -4.816 4.436 -0.314  0.1128
H -3.475 4.230 1.731  0.1161
H -1.032 1.480 2.273  0.1246
H -0.555 4.485 2.131  0.0855
H 0.520 3.190 1.561  0.0372
H 0.244 3.417 3.289  0.0894
H -2.598 3.708 3.647  0.0784
H -1.734 2.370 4.386  0.0845
H -3.198 2.056 3.450  0.0837
H 4.483 -3.139 1.588  0.1184
H 4.415 -4.797 -0.226  0.1122
H 2.662 -4.695 -1.942  0.1168
H -0.196 -2.297 -1.807  0.1156
H 0.723 -5.014 -2.841  0.0784
H -0.878 -4.301 -2.958  0.0866
H -0.244 -4.780 -1.381  0.0726
H 1.873 -2.929 -3.948  0.0874
H 1.286 -1.321 -3.481  0.0671
H 0.197 -2.463 -4.250  0.0821
H 2.141 -0.196 1.739  0.1000
H 2.907 -2.509 3.586  0.0871
H 1.262 -2.104 3.094  0.0712
H 2.193 -0.973 4.086  0.0841
H 4.918 -1.184 2.548  0.0846
H 4.130 0.286 3.110  0.0918
H 4.568 0.118 1.411  -0.0028
H 0.610 -4.073 1.032  0.1166
H -0.976 -5.695 1.999  0.1122
H -3.307 -5.118 2.437  0.1208
H -5.199 -3.264 2.339  0.1208
H -5.796 -0.971 1.753  0.1113
H -4.152 0.602 0.801  0.1136

***

[3]
A structure of composition C44H48MoN9OS3, computed with the ωB97M-V functional and the def2-TZVPD basis.

Output
**Orbital gap (spin up / spin down)**: 7.072 / 6.558 eV
**ΔE to the lowest compared entry with this formula, charge and spin**: 0.0 kJ/mol
**Charge**: +3
**Spin multiplicity**: 3
**F_max**: 0.51 eV/Å
**HOMO (spin up / spin down)**: -15.291 / -15.272 eV

Each line ends with the Löwdin charge.
Geometry (Å):
Mo -0.313 1.848 0.223  1.2163
C -4.606 2.870 0.662  0.0213
C -3.135 2.723 0.810  -0.2470
N -2.383 2.177 -0.085  -0.1303
N -2.907 1.798 -1.297  0.1208
C -1.921 1.831 -2.157  -0.4199
O -0.694 2.048 -1.756  -0.3528
C -2.154 1.715 -3.600  -0.1626
C -1.069 1.690 -4.476  -0.0239
C -1.286 1.571 -5.838  -0.0549
C -2.582 1.471 -6.328  -0.0440
C -3.665 1.491 -5.456  -0.0477
C -3.455 1.612 -4.094  -0.0154
C -2.378 3.264 1.945  -0.2247
C -2.957 3.922 3.012  0.0389
C -2.142 4.511 3.971  0.0123
C -0.768 4.432 3.828  -0.0001
C -0.250 3.737 2.751  -0.1247
N -1.028 3.156 1.832  -0.0964
H -4.870 2.906 -0.392  0.0883
H -5.104 2.001 1.101  0.1136
H -4.976 3.762 1.160  0.0913
H -0.064 1.766 -4.082  0.1031
H -0.449 1.558 -6.523  0.1124
H -2.750 1.381 -7.393  0.1193
H -4.672 1.420 -5.844  0.1178
H -4.293 1.643 -3.411  0.1138
H -4.032 3.987 3.094  0.1289
H -2.582 5.034 4.810  0.1353
H -0.099 4.897 4.538  0.1286
H 0.816 3.633 2.609  0.0870
S -1.277 0.178 1.890  0.7933
C -1.676 -1.206 0.998  -0.6050
N -2.287 -2.242 1.507  -0.0678
C -2.607 -3.395 0.652  -0.0591
C -3.017 -2.894 -0.706  -0.0616
N -1.948 -2.045 -1.245  -0.0497
C -1.711 -2.143 -2.706  -0.0854
C -1.108 -3.476 -3.062  -0.2288
C 0.210 -3.763 -2.712  -0.0431
C 0.755 -5.000 -3.014  -0.0592
C -0.011 -5.956 -3.671  -0.0536
C -1.320 -5.673 -4.028  -0.0492
C -1.869 -4.434 -3.721  -0.0408
C -1.257 -1.279 -0.446  -0.6110
S 0.132 -0.426 -0.901  0.7790
C -2.541 -2.414 2.953  -0.0874
C -1.660 -3.515 3.492  -0.2277
C -0.278 -3.440 3.338  -0.0486
C 0.531 -4.456 3.819  -0.0644
C -0.036 -5.550 4.464  -0.0537
C -1.411 -5.626 4.622  -0.0456
C -2.223 -4.612 4.130  -0.0261
H -3.417 -3.945 1.126  0.1514
H -1.736 -4.053 0.592  0.1568
H -3.946 -2.319 -0.670  0.1557
H -3.145 -3.733 -1.388  0.1390
H -1.076 -1.306 -2.985  0.0911
H -2.687 -2.014 -3.177  0.1432
H 0.813 -3.012 -2.211  0.0875
H 1.780 -5.221 -2.748  0.1124
H 0.418 -6.919 -3.912  0.1178
H -1.913 -6.411 -4.549  0.1184
H -2.888 -4.208 -4.018  0.1207
H -3.594 -2.671 3.069  0.1413
H -2.371 -1.458 3.442  0.0867
H 0.167 -2.583 2.840  0.0971
H 1.605 -4.403 3.696  0.1074
H 0.596 -6.341 4.843  0.1177
H -1.854 -6.475 5.124  0.1197
H -3.298 -4.676 4.255  0.1218
N 1.399 1.386 1.425  -0.0174
C 2.345 1.100 2.039  -0.1972
N 3.379 0.767 2.723  -0.0607
C 4.493 1.710 2.982  -0.1039
C 4.575 2.016 4.478  -0.1521
C 4.097 0.819 5.317  -0.1750
C 4.353 -0.498 4.591  -0.1640
C 3.487 -0.587 3.335  -0.1036
H 4.336 2.600 2.376  0.1280
H 5.400 1.223 2.622  0.1339
H 3.985 2.901 4.716  0.1119
H 5.612 2.258 4.714  0.1241
H 3.026 0.909 5.522  0.1155
H 4.594 0.821 6.286  0.1224
H 4.115 -1.348 5.229  0.1246
H 5.409 -0.593 4.332  0.1246
H 2.476 -0.912 3.582  0.1222
H 3.909 -1.270 2.596  0.1302
C 4.124 5.065 -4.087  0.0222
C 3.511 3.939 -3.335  -0.2202
C 3.707 2.605 -3.595  0.0643
C 3.053 1.659 -2.801  -0.2623
N 2.247 2.016 -1.791  0.1029
C 2.049 3.299 -1.560  -0.7149
S 1.028 3.870 -0.296  0.7211
N 2.675 4.244 -2.313  0.1323
C 3.207 0.198 -3.045  -0.0047
H 4.842 4.696 -4.813  0.1016
H 4.633 5.750 -3.406  0.1089
H 3.350 5.626 -4.616  0.1126
H 4.361 2.301 -4.398  0.1390
H 2.487 5.219 -2.104  0.1628
H 4.001 -0.017 -3.755  0.0949
H 2.265 -0.193 -3.439  0.0888
H 3.402 -0.315 -2.104  0.0924